{
  "formula": "C6H12AgFO2",
  "method": "wB97M-V/def2-TZVPD",
  "charge": 1,
  "e_lumo_ev": [-4.79, -8.87],
  "spin_multiplicity": 2,
  "species": ["Ag", "F", "C", "C", "O", "C", "H", "H", "H", "H", "H", "H", "C", "C", "O", "C", "H", "H", "H", "H", "H", "H"],
  "xyz": [[6.92862, -8.64799, 26.63309], [8.73246, -8.86719, 25.41101], [11.86450, -8.79427, 23.91494], [12.96311, -7.76829, 24.21879], [13.91213, -7.65640, 23.50647], [12.87770, -7.00221, 25.52154], [11.91970, -9.16228, 22.89392], [10.86103, -8.40555, 24.11969], [12.05214, -9.64899, 24.56978], [13.72615, -6.34462, 25.68072], [12.80712, -7.71075, 26.34624], [11.96149, -6.40864, 25.48010], [10.29040, -9.46150, 28.21098], [9.24622, -8.74236, 29.01899], [8.11369, -8.60138, 28.59700], [9.70164, -8.18737, 30.33956], [10.77400, -10.16359, 28.89474], [11.05434, -8.70229, 28.02423], [9.88177, -9.95004, 27.33312], [10.27965, -7.27458, 30.17864], [10.30174, -8.89540, 30.90446], [8.82970, -7.88003, 30.91749]],
  "mulliken_spin": [0.0013, 0.0087, 0.1267, -0.0080, 0.7397, 0.1320, 0.0000, 0.0059, -0.0021, 0.0022, -0.0029, -0.0035, -0.0004, -0.0001, 0.0005, 0.0000, 0.0000, 0.0001, -0.0001, 0.0000, 0.0000, 0.0000]
}